one:
Below is 2 unconnected molecules or ions with the total composition C5H12N2O3, with properties calculated with ωB97M-V with the def2-TZVPD basis set.

The geometry in XYZ format:
```
22
Properties=species:S:1:pos:R:3:nbo_charge:R:1
C -0.5867 0.3548 -0.7341 0.30
C -0.8043 0.0990 0.5844 -0.10
C -0.3918 1.0585 1.6695 -0.64
C -1.5383 -1.1260 1.0616 -0.65
C 2.3371 -0.2916 -0.6186 0.98
N -0.2182 1.5983 -1.1977 -0.86
N -0.9358 -0.5391 -1.7166 -0.84
O 1.9360 -1.3166 0.1763 -0.70
O 2.2900 -0.6952 -1.8873 -0.66
O 2.8515 0.7230 -0.1869 -0.63
H 2.1384 -0.9888 1.0750 0.50
H 1.6747 -1.4554 -1.8631 0.51
H -0.6844 2.3302 -0.6658 0.37
H 0.7755 1.7470 -1.0082 0.38
H -0.9946 -0.0451 -2.6044 0.39
H -1.7915 -1.0464 -1.5191 0.38
H 0.4439 1.6941 1.3596 0.22
H -0.0595 0.5112 2.5584 0.21
H -1.2268 1.7048 1.9523 0.21
H -2.6160 -0.9842 0.9211 0.21
H -1.3688 -1.3097 2.1267 0.21
H -1.2305 -2.0228 0.5169 0.22
```

Output
2S+1   1
HOMO   -0.285 hartree
Gap between HOMO and LUMO   8.3837 eV
E_LUMO   0.62 eV

two:
Below is a molecular structure, C5H12N2O3, with properties calculated with ωB97M-V with the def2-TZVPD basis set.

The geometry in XYZ format:
```
22
Properties=species:S:1:pos:R:3:nbo_charge:R:1
C 1.2038 0.4253 -2.0933 -0.41
N 0.0380 0.5117 -1.2159 -0.58
C -0.7629 -0.7611 -0.7869 0.87
O -0.2161 -1.8755 -1.4292 -0.76
O -1.9874 -0.6379 -0.6880 -0.75
H -0.9885 -2.3896 -1.7080 0.50
H -0.6421 1.1994 -1.5255 0.41
H 1.9293 -0.2513 -1.6478 0.22
H 0.9186 0.0464 -3.0736 0.21
H 1.6465 1.4174 -2.1893 0.22
C -0.4489 -1.2439 2.0442 -0.42
C -0.4140 1.8015 1.0690 -0.72
N 0.0973 -0.7326 0.7937 -0.57
C 0.6220 0.8150 0.5724 0.72
O 1.8206 0.9827 0.7499 -0.67
H 0.8220 -1.3707 0.4793 0.40
H 0.3421 -1.1688 2.7940 0.21
H -0.7071 -2.3012 1.9636 0.22
H -1.3245 -0.6596 2.3204 0.22
H -0.2481 2.7417 0.5396 0.23
H -1.4346 1.4562 0.9000 0.24
H -0.2662 1.9949 2.1316 0.24
```

Output
2S+1   1
HOMO   -0.338 hartree
Gap between HOMO and LUMO   9.9091 eV
E_LUMO   0.72 eV

The structure with the greatest stability is one.

one:
Below is 3 unconnected molecules or ions with the total composition C2H10O2S2, with properties calculated with ωB97M-V with the def2-TZVPD basis set.

The geometry in XYZ format:
```
16
Properties=species:S:1:pos:R:3:nbo_charge:R:1
C 1.3225 0.6336 -2.3641 -0.76
S 0.4639 -0.9186 -2.6913 0.09
S -0.0673 -1.5730 -0.8166 0.05
C -1.7959 -0.9933 -0.7093 -0.74
H 1.3616 0.8307 -1.2988 0.24
H 2.3339 0.5609 -2.7469 0.23
H 0.8117 1.4651 -2.8232 0.22
H -2.4164 -1.6810 -1.2817 0.22
H -2.0710 -1.0410 0.3432 0.22
H -1.8726 0.0185 -1.0899 0.23
H -1.7484 1.0577 4.0367 0.47
H -2.5305 2.3488 4.1045 0.47
O -1.6235 2.0110 4.0671 -0.93
H 3.1098 -0.7906 1.6989 0.47
H 1.8773 -1.0340 0.7926 0.48
O 2.8449 -0.8946 0.7788 -0.95
```

Output
2S+1   1
HOMO   -0.329 hartree
Gap between HOMO and LUMO   9.3213 eV
E_LUMO   0.37 eV

two:
Below is 4 unconnected molecules or ions with the total composition C2H10O2S2, with properties calculated with ωB97M-V with the def2-TZVPD basis set.

The geometry in XYZ format:
```
16
Properties=species:S:1:pos:R:3:nbo_charge:R:1
C -0.2140 -1.3992 -1.4303 -0.63
C 0.9258 -1.4116 -0.3261 -0.60
S 0.5745 -2.4122 1.1755 0.28
S 0.1096 2.0689 -1.3869 -0.37
H -0.8358 -0.4686 -1.4821 0.25
H 0.2634 -1.4853 -2.4914 0.24
H -0.9046 -2.3387 -1.3997 0.23
H 1.9578 -1.7008 -0.5343 0.26
H 1.1688 -0.3460 -0.0456 0.24
H 1.0747 2.9113 -1.7420 0.12
H -1.9132 2.6682 1.1260 0.48
H -0.6002 2.0884 0.4610 0.45
O -1.1474 2.1051 1.2606 -0.96
H 0.0107 -0.8521 2.0083 0.42
H -0.0908 0.7102 2.2328 0.49
O -0.3793 -0.1375 2.5739 -0.90
```

Output
2S+1   1
HOMO   -0.309 hartree
Gap between HOMO and LUMO   2.9631 eV
E_LUMO   -5.45 eV

three:
Below is 3 unconnected molecules or ions with the total composition C2H10O2S2, with properties calculated with ωB97M-V with the def2-TZVPD basis set.

The geometry in XYZ format:
```
16
Properties=species:S:1:pos:R:3:nbo_charge:R:1
C -0.9138 1.6956 0.1485 -0.78
S -0.9252 0.5440 -1.2277 0.10
S 0.4039 -0.9907 -0.5132 0.06
C 1.9456 -0.6103 -1.4813 -0.74
H -0.0576 1.4135 0.8315 0.24
H -1.8221 1.8181 0.6677 0.22
H -0.5117 2.6983 -0.0615 0.23
H 2.0676 -1.3572 -2.3025 0.22
H 2.6413 -0.8622 -0.6899 0.23
H 2.1694 0.4291 -1.8386 0.24
H 1.6510 -0.0034 1.4976 0.48
H 2.9624 -0.8113 2.0003 0.48
O 2.5592 0.0422 1.8279 -0.97
H -4.1445 -2.1305 0.2112 0.48
H -4.1415 -0.5377 0.2646 0.48
O -3.8839 -1.3376 0.6656 -0.95
```

Output
2S+1   1
HOMO   -0.328 hartree
Gap between HOMO and LUMO   9.2776 eV
E_LUMO   0.36 eV

The structure with the greatest stability is one.

one:
Below is a gas-phase ion, C4H4N (charge +1), with properties calculated with ωB97M-V with the def2-TZVPD basis set.

The geometry in XYZ format:
```
9
Properties=species:S:1:pos:R:3:nbo_charge:R:1
C 2.3986 -0.5536 -0.0479 0.41
C 0.3060 0.7853 -0.0106 -0.23
C -0.8609 0.1864 -0.1276 0.17
C -2.0093 -0.3713 -0.0649 -0.39
N 1.4667 0.0743 -0.1065 -0.17
H 3.3774 -1.1055 -0.0602 0.32
H 0.6039 1.8737 0.2068 0.29
H -2.3608 -0.3485 0.9904 0.28
H -2.9215 -0.5407 -0.7795 0.31
```

Output
2S+1   1
HOMO   -0.554 hartree
Gap between HOMO and LUMO   10.1222 eV
E_LUMO   -4.95 eV
Charge   +1

two:
Below is a gas-phase ion, C4H4N (charge +1), with properties calculated with ωB97M-V with the def2-TZVPD basis set.

The geometry in XYZ format:
```
9
Properties=species:S:1:pos:R:3:nbo_charge:R:1
C -2.4963 -0.1366 0.1549 0.47
C 1.1392 0.8984 -0.1085 0.00
C 0.0264 0.2222 -0.2896 0.05
C 1.2574 -0.5862 -0.0592 -0.37
N -1.4621 0.1253 -0.2648 -0.17
H -3.4981 -0.4036 0.1721 0.29
H 1.7402 1.7242 0.3018 0.28
H 1.8176 -1.0218 -0.9027 0.24
H 1.4757 -0.8218 0.9959 0.22
```

Output
2S+1   1
HOMO   -0.548 hartree
Gap between HOMO and LUMO   9.0827 eV
E_LUMO   -5.84 eV
Charge   +1

The structure with the greatest stability is one.

one:
Below is a single C2H4N2S2 molecule, with properties calculated with ωB97M-V with the def2-TZVPD basis set.

The geometry in XYZ format:
```
10
Properties=species:S:1:pos:R:3:nbo_charge:R:1
C -0.5626 0.1197 1.4002 0.28
C 0.4696 -0.0541 -1.8572 -0.54
H -1.0444 -1.5393 0.6660 0.33
H -0.8122 0.9464 2.0442 0.17
H 1.1017 1.1999 0.7960 0.41
H 0.7641 -0.6424 -2.7508 0.22
N -1.3760 -0.8387 1.3011 -0.65
N 0.7046 0.2805 0.8086 -0.80
S 1.2392 -0.7149 -0.4372 0.53
S -0.4839 1.2429 -1.9709 0.05
```

Output
2S+1   1
HOMO   -0.336 hartree
Gap between HOMO and LUMO   8.6731 eV
E_LUMO   -0.46 eV

two:
Below is a single C2H4N2S2 molecule, with properties calculated with ωB97M-V with the def2-TZVPD basis set.

The geometry in XYZ format:
```
10
Properties=species:S:1:pos:R:3:nbo_charge:R:1
C 1.1037 -0.2161 -0.1768 0.34
C -0.3464 0.0286 -0.0784 -0.31
H 1.1189 0.4859 -2.0963 0.42
H 2.6820 -0.0971 -1.4905 0.40
H 2.5310 -1.2663 0.4539 0.34
H -1.9369 0.2363 1.6241 0.12
N 1.7027 0.1603 -1.3595 -0.80
N 1.6645 -0.8038 0.8318 -0.68
S -0.7402 -0.4822 1.5808 0.17
S -1.2916 0.8741 -1.1599 0.01
```

Output
2S+1   1
HOMO   -0.334 hartree
Gap between HOMO and LUMO   7.9391 eV
E_LUMO   -1.15 eV

three:
Below is a molecular structure, C2H4N2S2, with properties calculated with ωB97M-V with the def2-TZVPD basis set.

The geometry in XYZ format:
```
10
Properties=species:S:1:pos:R:3:nbo_charge:R:1
C -0.6720 0.4843 -0.0048 0.08
C 0.6783 -0.5089 0.0064 0.11
H -1.1363 2.4547 0.2573 0.40
H 0.5049 2.1813 0.2117 0.42
H 1.1944 -2.3300 0.1396 0.41
H -0.6886 -2.1503 0.8785 0.47
N -0.4603 1.7815 0.2164 -0.74
N 0.3358 -1.7433 0.1387 -0.77
S -2.1830 -0.2467 -0.1395 -0.18
S 2.2430 0.2295 -0.1094 -0.22
```

Output
2S+1   1
HOMO   -0.310 hartree
Gap between HOMO and LUMO   7.6819 eV
E_LUMO   -0.76 eV

The structure with the greatest stability is two.